Here is a 2-piece molecular cluster, C3H10NO2 overall from the Open Molecules 2025 dataset. Energies are from ωB97M-V/def2-TZVPD.

Last column: Mulliken charge in e.
Element x y z (Å)
1 O -2.63665 -0.53717 0.35584  -0.429
2 O 2.86808 -0.48841 0.69472  -0.642
3 N 1.09549 0.28987 -1.41378  -0.238
4 C -1.94523 0.28504 0.88723  -0.082
5 C -0.57490 0.64187 0.36831  -0.451
6 C -0.19349 -0.22314 -0.82420  -0.583
7 H -2.29413 0.84403 1.77011  0.366
8 H 2.93093 -1.03502 1.47740  0.308
9 H 1.52144 -0.37443 -2.05250  0.350
10 H 0.98288 1.19590 -1.88936  0.387
11 H -0.98123 -0.11698 -1.56052  0.380
12 H 1.79328 0.50674 -0.68343  0.303
13 H 0.12552 0.52265 1.19966  0.328
14 H -0.02428 -1.27547 -0.62935  0.323
15 H 3.63093 0.08156 0.82450  0.321
16 H -0.59310 1.69164 0.05700  0.359

The total charge is +1. For the HOMO energy, the calculation gives -13.8 eV. The lowest unoccupied orbital energy comes out at -3.5701 eV. The value obtained for the energy above the lowest of the compared OMol25 structures with the same formula, charge and spin is 19.36 kcal per mole.

Here is one molecule with the formula C5H7F3O2S from the Open Molecules 2025 dataset. Energies are from ωB97M-V/def2-TZVPD.

Last column: Mulliken charge in e.
Element x y z (Å)
1 S -0.99189 1.59262 -0.68685  -0.179
2 F -1.87766 -0.30064 1.03036  -0.297
3 F 0.72791 -0.47867 -1.42207  -0.300
4 F -1.74685 -1.08784 -1.00946  -0.280
5 O 0.60817 -1.86242 0.44955  -0.350
6 O 1.01629 0.32454 0.58815  -0.395
7 C -2.01332 2.64673 0.00222  -0.696
8 C 1.76573 -2.49914 -0.05557  -0.644
9 C -1.18971 -0.26641 -0.11045  0.855
10 C 0.33486 -0.65683 -0.10940  0.552
11 C 0.49945 1.57510 0.36360  -0.577
12 H 0.39976 2.02521 1.29627  0.522
13 H 1.55256 -3.18860 -1.00955  0.231
14 H -2.04599 2.39385 1.05483  0.323
15 H 2.56346 -1.69969 -0.18604  0.308
16 H -2.88731 2.83831 -0.47556  0.373
17 H 1.12702 1.95979 -0.40632  0.334
18 H 2.15753 -3.31593 0.68630  0.222

The total charge is 0. The expectation value of S² is 2.01. The spin multiplicity is 3. For the HOMO energy (spin up / spin down), the calculation gives -4.4 / -10.3 eV. The lowest unoccupied orbital energy (spin up / spin down) comes out at 0.8037 / -1.7163 eV. The value obtained for the energy above the lowest of the compared OMol25 structures with the same formula, charge and spin is 74.40 kcal per mole.

Here is a 2-piece molecular cluster, C9H10INO2 overall from the Open Molecules 2025 dataset. Energies are from ωB97M-V/def2-TZVPD.

Last column: Mulliken charge in e.
Element x y z (Å)
1 I -2.95332 -0.74802 0.92125  0.018
2 O 1.04378 0.15562 -1.86863  -0.490
3 O -0.15688 -1.11244 -3.36739  -0.504
4 N -2.44265 -0.28660 -2.31428  -0.492
5 C 0.02472 -0.23400 -2.30645  0.396
6 C 2.41511 0.13859 1.56982  -0.557
7 C 0.73641 1.64265 2.54178  -0.650
8 C 2.07925 1.27806 2.22700  -0.454
9 C -0.94642 -1.00460 0.40990  -0.943
10 C -0.21403 0.83555 1.98458  -0.327
11 C -1.20268 0.03436 -1.70290  -0.135
12 C 0.05236 -0.17439 1.05358  1.262
13 C 1.43330 -0.60608 0.85464  -0.504
14 H 1.80257 -1.49601 0.33123  0.307
15 H -3.29036 -0.02745 -1.83508  0.240
16 H -1.27818 0.93072 -1.21271  0.553
17 H 3.42744 -0.11883 1.18447  0.269
18 H 0.40696 2.55147 3.01046  0.386
19 H 0.62836 -1.44569 -3.78610  0.346
20 H 2.87833 1.78226 2.62561  0.455
21 H -0.68252 -2.03897 0.16981  0.507
22 H -1.21204 1.11208 2.34715  0.124
23 H -2.54952 -1.16831 -2.83775  0.192

The total charge is 0. For the HOMO energy (spin up / spin down), the calculation gives -7.4 / -7.4 eV. The lowest unoccupied orbital energy (spin up / spin down) comes out at -0.3054 / -0.3102 eV. The value obtained for the energy above the lowest of the compared OMol25 structures with the same formula, charge and spin is 73.15 kcal per mole.

Here is C21H30CrN6O10SSi2 as an isolated structure from the Open Molecules 2025 dataset. Energies are from ωB97M-V/def2-TZVPD.

Last column: Mulliken charge in e.
Element x y z (Å)
1 Cr 1.38218 -1.74212 -0.34040  0.479
2 S 0.12138 -2.06335 2.77330  1.164
3 Si -2.50788 1.18179 -2.11621  0.295
4 Si -1.89194 2.30994 0.93496  0.666
5 O 1.36480 0.16187 -0.58200  -0.430
6 O 0.57905 -3.42455 2.46688  -0.758
7 O 3.28858 -1.60888 -0.86973  -0.482
8 O 0.35719 -1.11976 1.65498  -0.228
9 O 4.85957 5.25098 -0.04157  -0.696
10 O -0.27815 2.08050 -1.42172  -0.649
11 O 5.34840 -0.85007 -1.12917  -0.773
12 O 0.09211 4.03846 -0.30707  -0.900
13 O -1.24014 -2.00996 3.28162  -0.742
14 O 6.40803 3.78838 -0.29679  -0.702
15 N -0.61363 -2.76500 -0.39657  0.324
16 N 1.85411 -3.73963 -0.35836  0.456
17 N -1.63735 -4.63088 0.16626  -0.116
18 N 5.21769 4.09568 -0.24245  1.067
19 N 0.56777 2.81120 -0.58364  0.684
20 N 1.34483 -5.86128 -0.15162  -0.126
21 C 4.20960 3.07760 -0.42334  -0.256
22 C -3.12051 1.04630 1.64857  -0.897
23 C 2.73576 -5.76371 -0.15536  -0.738
24 C 4.61379 1.78141 -0.63481  -0.678
25 C -2.56229 -3.60216 0.29316  -0.980
26 C -4.17451 0.38064 -1.74145  -1.123
27 C -0.47318 -4.04681 -0.19951  -0.017
28 C 2.84700 3.43746 -0.40209  -0.621
29 C 0.88127 -4.59328 -0.23464  -0.085
30 C 2.27345 1.07367 -0.66272  1.231
31 C -1.34267 1.45436 -0.66733  3.275
32 C -2.85134 3.90419 0.70134  -1.101
33 C -1.91930 -2.46831 -0.07301  -0.187
34 C 1.86899 2.46377 -0.58094  -0.872
35 C -2.88253 2.82875 -2.92110  -1.198
36 C 4.15114 -0.63730 -0.92771  0.152
37 C 3.03063 -4.44939 -0.32061  -0.488
38 C -1.59162 0.08791 -3.32930  -0.994
39 C 3.65346 0.77383 -0.75616  0.098
40 C 1.18137 -1.46473 4.06254  -1.105
41 C -0.55656 2.36988 2.23594  -0.814
42 H -2.19790 4.63940 0.23247  0.225
43 H 1.06167 -2.11237 4.93077  0.364
44 H 5.65959 1.52108 -0.67918  0.556
45 H 3.97503 -3.94281 -0.44259  0.473
46 H -2.19228 -0.19192 -4.20149  0.353
47 H 0.04295 1.45574 2.14997  -0.008
48 H 0.09205 3.23108 2.08385  0.283
49 H -3.73441 3.74500 0.06780  0.244
50 H -4.81190 0.45486 -2.62971  0.438
51 H 3.36190 -6.63456 -0.08284  0.397
52 H -1.65112 -5.43110 0.77794  0.283
53 H -4.68718 0.88155 -0.91751  0.323
54 H -3.94288 0.80533 0.96814  0.210
55 H -1.25222 -0.82548 -2.83137  0.097
56 H 0.84721 -6.58244 0.34340  0.274
57 H -0.94827 0.48180 -0.31224  -2.134
58 H -3.55813 1.41195 2.58488  0.375
59 H 2.20475 -1.49531 3.68926  0.268
60 H -2.58907 0.11402 1.88041  0.049
61 H -3.57189 -3.78217 0.61633  0.415
62 H -4.07971 -0.68053 -1.48619  0.243
63 H 2.54067 4.46256 -0.27171  0.590
64 H -0.99686 2.39547 3.24185  0.380
65 H -0.69735 0.61807 -3.66503  0.284
66 H -2.29384 -1.45774 -0.10418  0.330
67 H -3.66131 3.37243 -2.37657  0.258
68 H -3.21778 2.69665 -3.95706  0.338
69 H -1.97695 3.43990 -2.91758  0.308
70 H 0.88758 -0.44036 4.28889  0.292
71 H -3.20090 4.29252 1.66710  0.356

The total charge is -2. The expectation value of S² is 6.01. The spin multiplicity is 5. For the HOMO energy (spin up / spin down), the calculation gives 0.2 / 0.2 eV. The lowest unoccupied orbital energy (spin up / spin down) comes out at 3.4826 / 3.4786 eV.

Here is one molecule with the formula C27H26ClN3O4 from the Open Molecules 2025 dataset. Energies are from ωB97M-V/def2-TZVPD.

Last column: Mulliken charge in e.
Element x y z (Å)
1 Cl -0.06323 4.68546 0.56042  -0.212
2 O -2.09008 -0.11764 2.14552  -0.672
3 O 4.26094 -0.25262 -0.81294  -0.412
4 O 3.86507 -2.40617 1.06505  -0.494
5 O -0.42857 -1.62731 2.26904  -0.072
6 N -1.35150 -3.43344 -1.29718  -0.807
7 N -2.62064 -3.45002 -3.20940  -0.510
8 N -2.76179 -1.61531 -1.77970  -0.119
9 C -0.80469 -2.74027 -0.14974  0.127
10 C -1.44140 -1.00479 1.63363  0.190
11 C 2.70069 1.82889 0.38043  -0.022
12 C -3.25753 0.26336 -0.36218  -0.408
13 C 2.91319 -1.96085 0.19116  0.332
14 C -1.64048 -1.54742 0.29303  0.187
15 C -4.63630 2.65530 -0.07876  -0.557
16 C -1.00625 -1.88112 4.62256  -1.221
17 C 4.26208 1.01633 -1.42501  -0.812
18 C 2.67110 2.93857 -1.74104  -0.525
19 C 3.06753 -0.94703 -0.76823  0.372
20 C -3.25051 2.64761 -0.07546  -0.634
21 C 1.69614 2.66140 0.83817  -0.801
22 C 5.23245 -2.17566 0.81086  -0.809
23 C -2.56108 1.45916 -0.21783  -0.294
24 C -2.20511 -2.86511 -2.03492  0.292
25 C 1.67728 3.78783 -1.29115  -0.725
26 C 3.19027 1.95055 -0.91397  0.385
27 C 1.99758 -0.65559 -1.60507  -0.719
28 C -2.52025 -0.99524 -0.57241  0.380
29 C 0.77115 -1.26946 -1.44650  -0.805
30 C -4.64724 0.27751 -0.38108  -0.312
31 C -0.12915 -1.18809 3.58836  -0.307
32 C 0.58281 -2.20582 -0.44185  0.551
33 C -5.33343 1.46970 -0.23070  -0.715
34 C 1.18908 3.63778 -0.00306  0.425
35 C 1.66841 -2.56494 0.33588  -0.233
36 H -2.04722 -1.61329 4.45878  0.300
37 H 5.25258 1.42403 -1.18845  0.390
38 H -0.27275 -0.10338 3.64339  0.314
39 H 2.10789 0.09000 -2.37609  0.419
40 H 5.76775 -2.85593 1.47409  0.333
41 H -0.04463 -0.99592 -2.09796  0.400
42 H 5.52255 -1.14696 1.03710  0.215
43 H 3.04496 3.04564 -2.74923  0.397
44 H 1.27648 4.55453 -1.93538  0.435
45 H -6.41382 1.47110 -0.23066  0.375
46 H 3.09828 1.06909 1.03576  0.426
47 H 5.49160 -2.39950 -0.22612  0.310
48 H -3.42118 -1.20198 -2.42063  0.363
49 H 1.56619 -3.30703 1.11114  0.426
50 H -2.29455 -4.39914 -3.30555  0.288
51 H -1.48100 1.44579 -0.21573  0.722
52 H 4.19128 0.92459 -2.51846  0.337
53 H -5.17215 3.58557 0.03949  0.402
54 H -0.71359 -1.56804 5.62091  0.422
55 H -2.70584 3.57217 0.04084  0.262
56 H 0.92501 -1.43464 3.73555  0.357
57 H -0.90105 -2.96038 4.54154  0.286
58 H -0.73334 -3.47580 0.65935  0.651
59 H -3.58649 -3.31619 -3.46709  0.220
60 H 1.30716 2.55192 1.83819  0.445
61 H -5.19128 -0.65151 -0.48502  0.457

The total charge is 0. For the HOMO energy, the calculation gives -7.8 eV. Its SMILES is CCOC(=O)C1=C(c2ccccc2)NC(N)=N[C@H]1c1ccc(OCc2ccc(Cl)cc2)c(OC)c1. The lowest unoccupied orbital energy comes out at 0.6593 eV. The value obtained for the energy above the lowest of the compared OMol25 structures with the same formula, charge and spin is 4.01 kcal per mole.

For each record above, in turn, the calculated calculated total energy values are -8851.501; -28373.227; -23178.254; -106692.040; -53603.917 eV.
For each record above, in turn, the calculated maximum force values are 1.2; 6.3; 5.1; 1.7; 0.7 eV/A.